No. 1
{"formula": "C5H9NO", "method": "ωB97M-V/def2-TZVPD", "symbols": ["C", "N", "C", "C", "C", "O", "C", "H", "H", "H", "H", "H", "H", "H", "H", "H"], "coordinates": [[2.296, -0.377, -2.144], [0.981, -0.085, -1.627], [0.619, -0.621, -0.540], [-0.724, -0.291, -0.008], [-0.923, 0.048, 1.405], [-1.351, -1.203, 0.887], [-1.963, 1.056, 1.813], [2.872, 0.552, -2.212], [2.182, -0.762, -3.162], [2.862, -1.107, -1.544], [1.254, -1.295, 0.060], [-0.060, -0.040, 2.070], [-1.386, 0.159, -0.748], [-2.535, 0.716, 2.681], [-1.466, 1.996, 2.076], [-2.659, 1.253, 0.993]], "forces_ev_per_angstrom": [[0.19, -0.04, -0.10], [-0.10, -0.26, 0.35], [0.02, 0.16, -0.24], [0.07, 0.17, -0.19], [0.09, 0.23, 0.15], [-0.09, -0.17, 0.02], [-0.06, 0.01, -0.01], [-0.09, -0.14, 0.00], [0.09, 0.04, 0.12], [-0.10, 0.10, -0.05], [-0.08, 0.07, -0.14], [-0.11, 0.02, -0.10], [0.09, -0.01, 0.14], [0.11, 0.01, -0.07], [-0.10, -0.11, -0.03], [0.07, -0.08, 0.14]], "fmax_ev_per_a": 0.4, "relative_energy_ev": 2.3703, "smiles": "C/N=C/[C@H]1O[C@@H]1C", "orbital_gap_ev": 11.0324, "total_charge": 0, "e_lumo_ha": 0.0428}


No. 2
{"formula": "C5H9NO", "method": "ωB97M-V/def2-TZVPD", "symbols": ["C", "N", "C", "C", "C", "O", "C", "H", "H", "H", "H", "H", "H", "H", "H", "H"], "coordinates": [[-1.591, -1.584, 1.336], [-0.504, -0.758, 0.731], [-0.427, 0.648, 0.914], [-0.551, 0.182, -0.459], [0.701, 0.973, -0.974], [0.355, 2.089, -1.317], [2.072, 0.437, -1.362], [-1.143, -2.374, 1.966], [-2.199, -2.089, 0.578], [-2.278, -1.017, 1.985], [-1.044, 1.231, 1.601], [0.801, 1.091, 0.704], [-1.384, 0.223, -1.154], [2.543, 1.246, -1.927], [2.764, 0.104, -0.581], [1.884, -0.403, -2.040]], "forces_ev_per_angstrom": [[0.13, 0.39, -0.40], [1.42, -0.17, -0.43], [2.57, 1.27, 0.40], [-0.51, -0.30, 0.16], [-1.18, -0.58, -2.41], [0.63, -0.30, 0.01], [-0.07, 0.05, -0.03], [0.02, 0.46, -0.37], [0.21, 0.19, -0.03], [0.25, 0.10, -0.31], [0.00, -0.13, -0.48], [-2.87, -0.92, 3.05], [-0.23, 0.08, 0.49], [0.01, -0.16, 0.14], [-0.49, 0.02, 0.09], [0.10, 0.01, 0.13]], "fmax_ev_per_a": 4.3, "relative_energy_ev": 5.0109, "smiles": "CC(=O)[C@@H]1CN1C", "orbital_gap_ev": 9.4767, "total_charge": 0, "e_lumo_ha": 0.0332}


No. 3
{"formula": "C5H9NO", "method": "ωB97M-V/def2-TZVPD", "symbols": ["N", "C", "C", "C", "C", "C", "O", "H", "H", "H", "H", "H", "H", "H", "H", "H"], "coordinates": [[2.675, 0.530, 0.896], [1.883, -0.283, 0.424], [1.038, -1.185, -0.020], [-0.386, -1.278, 0.477], [-1.405, -0.876, -0.600], [-0.424, 2.181, -0.073], [0.724, 2.497, -0.262], [2.593, 1.445, 0.445], [-1.054, -0.006, -1.167], [1.365, -1.828, -0.833], [-0.498, -0.638, 1.362], [-0.603, -2.300, 0.813], [-1.557, -1.683, -1.325], [-2.381, -0.633, -0.163], [-0.755, 1.648, 0.840], [-1.215, 2.407, -0.814]], "forces_ev_per_angstrom": [[-0.46, -0.45, -0.24], [0.20, 0.20, 0.08], [0.15, 0.10, 0.04], [-0.05, -0.02, 0.10], [-0.06, 0.01, -0.07], [0.36, 0.16, -0.11], [-0.58, -0.06, 0.08], [0.04, -0.06, 0.07], [-0.07, -0.15, 0.11], [-0.02, 0.08, 0.10], [0.04, -0.11, -0.16], [0.05, 0.16, -0.02], [0.05, 0.09, 0.09], [0.13, -0.09, -0.06], [0.14, 0.10, -0.08], [0.08, 0.02, 0.07]], "fmax_ev_per_a": 0.7, "relative_energy_ev": 2.8992, "smiles": "CCC=C=N.C=O", "orbital_gap_ev": 9.2285, "total_charge": 0, "e_lumo_ha": 0.0211}


No. 4
{"formula": "C5H9NO", "method": "ωB97M-V/def2-TZVPD", "symbols": ["N", "C", "C", "C", "C", "C", "O", "H", "H", "H", "H", "H", "H", "H", "H", "H"], "coordinates": [[-1.247, 1.249, -0.065], [-0.237, 1.009, -0.962], [1.079, 1.086, -0.197], [0.781, 0.183, 1.028], [-0.566, -0.397, 0.609], [-0.397, -1.543, -0.330], [-0.368, 0.448, -2.038], [-2.131, 1.170, -0.592], [1.866, 0.701, -0.841], [1.311, 2.097, 0.135], [0.626, 0.751, 1.941], [1.605, -0.528, 1.215], [-0.162, -2.137, 0.586], [-1.338, -0.606, 1.336], [-1.295, -1.927, -0.825], [0.475, -1.557, -0.999]], "forces_ev_per_angstrom": [[0.27, -1.85, 0.44], [0.47, -0.36, -0.41], [0.40, 0.14, -0.16], [-0.28, 0.38, 0.02], [-0.96, 1.86, -0.49], [0.03, -0.65, 1.03], [0.25, 1.25, -0.46], [0.27, -0.60, 0.48], [0.15, 0.03, 0.13], [0.02, 0.01, -0.24], [0.18, 0.22, -0.06], [-0.70, -0.06, -0.18], [0.05, -1.07, -0.95], [0.07, 0.19, 0.29], [0.20, 0.19, 0.23], [-0.43, 0.31, 0.33]], "fmax_ev_per_a": 2.2, "relative_energy_ev": 2.7192, "orbital_gap_ev": 10.3302, "total_charge": 0, "e_lumo_ha": 0.0352}


No. 5
{"formula": "C5H9NO", "method": "ωB97M-V/def2-TZVPD", "symbols": ["C", "C", "C", "C", "O", "C", "N", "H", "H", "H", "H", "H", "H", "H", "H", "H"], "coordinates": [[0.925, -1.212, -0.173], [-0.121, -0.068, -0.353], [0.595, 1.267, -0.708], [-0.994, 0.164, 0.916], [-0.107, 0.507, 1.963], [-0.937, -0.606, -1.433], [-1.558, -1.105, -2.275], [1.463, -0.971, 0.728], [0.562, -2.256, -0.058], [1.618, -1.244, -1.029], [1.159, 1.168, -1.636], [1.285, 1.487, 0.113], [-0.070, 2.138, -0.811], [-1.748, 0.962, 0.773], [-1.530, -0.767, 1.126], [-0.612, 0.556, 2.783]], "forces_ev_per_angstrom": [[0.40, -0.08, 0.28], [0.15, -0.01, 0.09], [0.08, -0.29, 0.02], [-0.01, -0.40, -0.40], [-0.11, -0.01, 0.25], [-1.41, -0.06, -1.29], [0.67, 0.58, 0.90], [0.53, -0.01, 0.27], [-0.43, 0.87, -0.09], [-0.26, 0.25, 0.31], [0.00, -0.03, 0.09], [-0.05, -0.04, -0.20], [-0.10, -0.50, 0.06], [0.39, -0.29, -0.29], [0.01, 0.01, 0.12], [0.14, 0.01, -0.12]], "fmax_ev_per_a": 1.9, "relative_energy_ev": 1.2476, "smiles": "CC(C)(C#N)CO", "orbital_gap_ev": 11.5043, "total_charge": 0, "e_lumo_ha": 0.0203}


No. 6
{"formula": "C5H9NO", "method": "ωB97M-V/def2-TZVPD", "symbols": ["C", "C", "O", "C", "C", "C", "N", "H", "H", "H", "H", "H", "H", "H", "H", "H"], "coordinates": [[-1.818, 0.027, -0.413], [-0.407, -0.448, -0.212], [-0.208, -1.733, 0.143], [0.686, 0.334, -0.341], [2.066, -0.151, 0.033], [0.490, 1.642, -0.878], [0.312, 2.684, -1.358], [-1.946, 1.061, -0.076], [-2.551, -0.592, 0.123], [-2.035, -0.015, -1.482], [-0.638, -0.121, 2.027], [-1.033, -2.156, 0.413], [-0.172, 0.316, 1.633], [2.750, 0.686, 0.199], [2.474, -0.782, -0.762], [2.030, -0.752, 0.950]], "forces_ev_per_angstrom": [[0.07, -0.02, -0.14], [0.18, 0.24, -0.69], [-0.09, -0.07, 0.14], [-0.15, -0.28, -0.38], [0.06, 0.00, -0.08], [-0.12, 0.77, -0.40], [0.18, -0.86, 0.51], [0.13, -0.21, -0.12], [0.28, 0.03, -0.11], [-0.21, 0.03, 0.04], [0.12, 0.27, 0.61], [0.06, 0.15, -0.11], [-0.36, -0.09, 0.91], [-0.16, -0.11, -0.09], [0.08, 0.04, 0.12], [-0.07, 0.12, -0.20]], "fmax_ev_per_a": 1.0, "relative_energy_ev": 2.5987, "smiles": "C/C(O)=C(/C)C#N.[H][H]", "orbital_gap_ev": 9.3985, "total_charge": 0, "e_lumo_ha": 0.0186}


No. 7
{"formula": "C5H9NO", "method": "ωB97M-V/def2-TZVPD", "symbols": ["C", "C", "N", "C", "C", "C", "O", "H", "H", "H", "H", "H", "H", "H", "H", "H"], "coordinates": [[0.847, -1.224, -1.220], [1.309, 1.162, 0.820], [-0.088, -0.470, -0.423], [0.051, 0.420, 0.520], [-1.651, -0.475, -0.609], [-1.257, 0.618, 1.079], [-2.086, 0.049, -1.620], [-2.092, -1.384, -0.169], [1.875, -0.922, -1.015], [0.618, -1.058, -2.275], [0.744, -2.292, -1.006], [2.065, 1.071, 0.039], [1.061, 2.217, 0.955], [1.729, 0.813, 1.767], [-1.539, 1.622, 1.383], [-1.588, -0.146, 1.775]], "forces_ev_per_angstrom": [[-0.03, 0.01, 0.00], [0.05, -0.04, -0.01], [-0.27, 0.17, 0.13], [-0.08, -0.14, -0.20], [0.33, 0.13, 0.10], [-0.12, -0.09, -0.31], [0.15, -0.06, 0.27], [0.02, 0.08, 0.02], [-0.05, 0.01, 0.01], [0.02, 0.00, 0.05], [0.01, 0.07, 0.00], [-0.06, -0.01, 0.02], [-0.02, -0.06, -0.01], [-0.05, 0.01, -0.05], [0.05, -0.01, 0.02], [0.05, -0.04, -0.04]], "fmax_ev_per_a": 0.4, "relative_energy_ev": 3.5447, "orbital_gap_ev": 8.3350, "total_charge": 0, "e_lumo_ha": 0.0279}


No. 8
{"formula": "C5H9NO", "method": "ωB97M-V/def2-TZVPD", "symbols": ["C", "C", "O", "C", "N", "C", "C", "H", "H", "H", "H", "H", "H", "H", "H", "H"], "coordinates": [[-0.903, 1.008, 1.050], [-0.217, -0.236, 0.598], [-0.720, -1.335, 1.335], [-0.627, -0.239, -0.853], [0.721, -0.921, -1.270], [1.707, 0.180, -1.032], [1.199, -0.577, 0.117], [-1.344, 1.000, 2.035], [-1.911, 0.844, 0.354], [-0.289, 1.904, 0.846], [-1.028, -2.003, 0.710], [-0.649, 0.720, -1.367], [-1.893, -0.247, -0.646], [1.415, 1.218, -1.190], [2.729, -0.035, -1.358], [1.810, -1.283, 0.673]], "forces_ev_per_angstrom": [[-1.59, 0.25, -0.46], [-0.11, 0.50, -0.51], [-0.21, -0.10, -0.29], [-1.31, 0.51, 0.24], [-0.55, -0.50, -0.11], [-0.27, 0.02, -0.05], [0.09, -0.06, 0.41], [0.45, 0.04, 0.54], [1.96, 1.65, 1.84], [-0.77, -0.23, -0.05], [0.10, -0.08, 0.09], [0.30, 0.35, 0.32], [2.61, -2.14, -1.90], [-0.14, -0.22, 0.02], [-0.50, -0.14, -0.02], [-0.06, 0.15, -0.06]], "fmax_ev_per_a": 3.9, "relative_energy_ev": 5.6860, "smiles": "C[C@@]1(O)CN2C[C@H]21", "orbital_gap_ev": 10.1469, "total_charge": 0, "e_lumo_ha": 0.0336}


No. 9
{"formula": "C5H9NO", "method": "ωB97M-V/def2-TZVPD", "symbols": ["C", "C", "C", "N", "C", "C", "O", "H", "H", "H", "H", "H", "H", "H", "H", "H"], "coordinates": [[-0.326, -0.239, -1.490], [0.032, -0.426, -0.011], [-0.465, -1.547, 0.891], [1.358, 0.126, 0.340], [0.805, 1.489, 0.493], [-0.604, 0.918, 0.330], [-1.732, 1.255, 0.545], [-1.249, -0.770, -1.729], [0.462, -0.398, -2.221], [-0.551, 0.864, -1.549], [0.244, -2.364, 1.061], [-1.415, -1.954, 0.537], [-0.656, -1.080, 1.867], [2.056, 0.037, -0.396], [0.857, 1.843, 1.524], [1.184, 2.248, -0.192]], "forces_ev_per_angstrom": [[-0.15, 0.37, -0.45], [-0.63, 0.33, 0.23], [-0.06, -0.08, -0.11], [0.01, 0.04, -0.09], [0.06, 0.53, 0.25], [0.16, -0.33, 1.49], [0.21, 0.29, -0.01], [0.15, 0.10, -0.14], [0.12, -0.53, 0.03], [0.11, -0.98, -0.92], [-0.03, 0.19, -0.32], [0.09, 0.00, 0.00], [0.04, -0.28, -0.12], [-0.25, 0.06, 0.13], [0.34, 0.21, 0.02], [-0.18, 0.06, 0.03]], "fmax_ev_per_a": 1.5, "relative_energy_ev": 2.4900, "smiles": "CC1(C)NCC1=O", "orbital_gap_ev": 9.9826, "total_charge": 0, "e_lumo_ha": 0.0331}


No. 10
{"formula": "C5H9NO", "method": "ωB97M-V/def2-TZVPD", "symbols": ["C", "C", "C", "N", "C", "C", "H", "H", "H", "H", "H", "H", "H", "H", "H", "O"], "coordinates": [[-1.600, 0.761, -0.613], [-0.139, 0.210, -0.775], [0.841, -0.518, -0.129], [2.014, -0.447, -0.801], [1.834, 0.309, -1.970], [0.488, 0.602, -1.987], [-1.996, 0.691, 0.436], [-1.599, 1.950, -0.809], [-2.124, 0.274, -1.498], [0.643, -0.943, 0.828], [2.853, -0.823, -0.548], [2.534, 0.522, -2.764], [0.109, 0.913, -3.040], [-1.506, -0.879, 4.258], [-2.185, -0.497, 5.384], [-2.421, -0.782, 4.526]], "forces_ev_per_angstrom": [[1.14, 1.15, -0.26], [-0.51, 0.91, -1.49], [-2.01, 1.09, 0.79], [-1.37, 1.75, -1.99], [-1.59, -1.03, 1.03], [1.03, 0.84, -3.14], [-0.09, -0.59, -1.30], [0.22, -2.77, 0.26], [-0.18, 0.67, 1.72], [0.77, -0.49, 0.51], [2.26, -1.16, 1.00], [0.35, -0.43, 0.42], [-0.03, 0.07, 2.45], [0.21, -0.39, -1.17], [-0.62, 0.70, 2.06], [0.41, -0.30, -0.89]], "fmax_ev_per_a": 3.4, "relative_energy_ev": 2.3952, "smiles": "Cc1cc[nH]c1.O", "orbital_gap_ev": 8.8459, "total_charge": 0, "e_lumo_ha": 0.0250}


Repeat the first record exactly.
{"formula": "C5H9NO", "method": "ωB97M-V/def2-TZVPD", "symbols": ["C", "N", "C", "C", "C", "O", "C", "H", "H", "H", "H", "H", "H", "H", "H", "H"], "coordinates": [[2.296, -0.377, -2.144], [0.981, -0.085, -1.627], [0.619, -0.621, -0.540], [-0.724, -0.291, -0.008], [-0.923, 0.048, 1.405], [-1.351, -1.203, 0.887], [-1.963, 1.056, 1.813], [2.872, 0.552, -2.212], [2.182, -0.762, -3.162], [2.862, -1.107, -1.544], [1.254, -1.295, 0.060], [-0.060, -0.040, 2.070], [-1.386, 0.159, -0.748], [-2.535, 0.716, 2.681], [-1.466, 1.996, 2.076], [-2.659, 1.253, 0.993]], "forces_ev_per_angstrom": [[0.19, -0.04, -0.10], [-0.10, -0.26, 0.35], [0.02, 0.16, -0.24], [0.07, 0.17, -0.19], [0.09, 0.23, 0.15], [-0.09, -0.17, 0.02], [-0.06, 0.01, -0.01], [-0.09, -0.14, 0.00], [0.09, 0.04, 0.12], [-0.10, 0.10, -0.05], [-0.08, 0.07, -0.14], [-0.11, 0.02, -0.10], [0.09, -0.01, 0.14], [0.11, 0.01, -0.07], [-0.10, -0.11, -0.03], [0.07, -0.08, 0.14]], "fmax_ev_per_a": 0.4, "relative_energy_ev": 2.3703, "smiles": "C/N=C/[C@H]1O[C@@H]1C", "orbital_gap_ev": 11.0324, "total_charge": 0, "e_lumo_ha": 0.0428}


- Which formula does entry 8 have?
  C5H9NO